Record 1
7
Properties=species:S:1:pos:R:3:nbo_charge:R:1 method="wB97M-V/def2-TZVPD" charge=-2 relative_energy_kj_mol=317.8 lumo_energy_ha=0.211
C -0.77041 -0.88353 0.28024 0.280
N 0.13733 -0.19384 0.62859 -0.514
C 1.00217 0.84333 0.17239 0.870
S -1.92993 -1.92449 0.53066 -0.330
O 0.79374 1.85617 0.91198 -0.807
H -1.12991 -0.19416 -1.98691 -0.789
O 1.89700 0.49651 -0.53697 -0.711

---

Record 2
8
Properties=species:S:1:pos:R:3:nbo_charge:R:1 method="wB97M-V/def2-TZVPD" relative_energy_kj_mol=244.2 lumo_energy_ha=-0.014
O 0.14212 -1.14808 0.34266 -0.436
C 1.25787 -0.34906 0.09707 0.334
H -0.95015 1.63932 -0.55084 0.432
N -0.55175 0.89071 0.17801 -0.351
S -2.52222 -0.72832 -0.16211 -0.110
O 0.83342 0.93431 0.00832 -0.319
C -0.92699 -0.49986 0.22966 0.353
S 2.71770 -0.73901 -0.14278 0.097

---

Record 3
7
Properties=species:S:1:pos:R:3:nbo_charge:R:1 method="wB97M-V/def2-TZVPD" relative_energy_kj_mol=498.3 lumo_energy_ha="-0.047 / -0.058"
C 0.06715 1.56677 -0.53195 0.392
O 1.33909 -0.03796 -0.95132 -0.435
H -0.09686 -0.21773 0.72834 0.183
C 0.39649 0.24608 -0.23152 0.344
O 1.56642 2.98101 -1.78546 -0.162
N 0.88102 2.05392 -1.46362 0.181
O -0.85192 2.26783 -0.17388 -0.502

---

Record 4
6
Properties=species:S:1:pos:R:3:nbo_charge:R:1 method="wB97M-V/def2-TZVPD" relative_energy_kj_mol=188.1 lumo_energy_ha=-0.029
S -2.46344 0.12898 -0.20215 0.094
O 0.07759 0.64401 -0.03149 -0.478
H -0.50068 -1.13029 0.45762 0.179
N 2.46047 0.24764 -0.27295 -0.340
C -0.94066 -0.23401 0.11806 0.020
C 1.36672 0.34367 -0.06908 0.524

---

Record 5
7
Properties=species:S:1:pos:R:3:nbo_charge:R:1 method="wB97M-V/def2-TZVPD" charge=-1 relative_energy_kj_mol=198.6 lumo_energy_ha="0.146 / 0.145"
C -0.41286 -0.63897 -0.52202 -1.195
O 1.31498 1.25463 0.57642 -0.611
H -0.80491 -1.64252 -0.76632 0.177
P -1.72388 0.63951 -0.58497 0.108
O 0.89202 -0.43291 2.07264 -0.616
P -0.22485 0.50239 -1.95230 0.119
C 0.95949 0.31787 1.17655 1.018

---

Record 6
7
Properties=species:S:1:pos:R:3:nbo_charge:R:1 method="wB97M-V/def2-TZVPD" charge=-1 multiplicity=3 relative_energy_kj_mol=60.3 lumo_energy_ha="0.120 / 0.067"
O -1.89715 0.39766 -0.32390 -0.755
O -0.33488 2.04212 0.02952 -0.707
C 0.22985 -0.44370 0.21743 -0.648
C -0.81174 0.92878 0.01944 0.817
S 1.92170 -0.62989 0.79893 0.003
H -0.38733 -1.30355 0.39278 0.201
S 1.27955 -0.99143 -1.13420 0.088

---

Record 7
7
Properties=species:S:1:pos:R:3:nbo_charge:R:1 method="wB97M-V/def2-TZVPD" charge=+2 relative_energy_kj_mol=239.3 lumo_energy_ha="-0.443 / -0.443"
C 0.45569 1.56116 -0.73501 0.484
H 2.31536 -0.72075 0.73493 0.546
C 1.35310 0.23876 -0.60630 0.700
Y -1.41332 -0.71040 0.62635 2.340
O 1.68675 0.01917 0.68034 -0.707
O -0.67153 1.27454 -0.25631 -0.791
O 1.01739 -0.74718 -1.24520 -0.572

---

Record 8
8
Properties=species:S:1:pos:R:3:nbo_charge:R:1 method="wB97M-V/def2-TZVPD" charge=-1 multiplicity=3 relative_energy_kj_mol=111.5 lumo_energy_ha="0.107 / 0.029"
C -0.17221 -0.60109 1.19405 0.466
O -2.05083 0.87786 -0.66220 -0.682
C -0.92814 0.64074 -1.10775 0.953
Li 1.16603 -1.44701 3.56005 0.042
O 0.06585 0.06423 -0.34316 -0.828
O 0.87380 -0.89923 1.71930 -0.842
Hg 1.55193 0.49965 -2.07153 0.743
O -0.50645 0.86485 -2.28877 -0.852

---

Record 9
6
Properties=species:S:1:pos:R:3:mulliken_charge:R:1 method="wB97M-V/def2-TZVPD" charge=+2 multiplicity=2 lumo_energy_ha="-0.418 / -0.391"
O -0.78686 1.11412 2.21097 -0.085
O 1.72462 0.98835 -2.09215 -0.296
La -0.95940 -0.17560 -0.07135 2.028
O 0.74404 -0.94475 -1.53078 -0.543
C 1.58836 -0.21503 -2.12540 0.708
C -0.76302 1.69404 3.18699 0.187

---

Record 10
8
Properties=species:S:1:pos:R:3:nbo_charge:R:1 method="wB97M-V/def2-TZVPD" charge=-1 relative_energy_kj_mol=0.0 lumo_energy_ha=0.072
O 1.65389 -0.16424 0.96600 -0.831
O 1.13087 -1.49059 -0.74067 -1.055
C -0.20011 2.38045 0.55191 0.663
O -0.83682 2.64907 -0.37411 -0.671
Mg -0.93246 -1.50924 -0.89223 0.768
C 1.16762 -1.27954 0.54765 0.902
Li -2.13940 1.24971 -1.19083 0.197
O 0.15641 -1.83563 1.13227 -0.973

---

Record 11
8
Properties=species:S:1:pos:R:3:nbo_charge:R:1 method="wB97M-V/def2-TZVPD" charge=-1 relative_energy_kj_mol=0.0 lumo_energy_ha=0.134
O 2.52804 0.84933 0.52420 -0.592
N -1.15223 -1.13556 -1.75788 -0.064
N -2.06731 -1.20651 -0.90814 -0.416
S -1.63600 -0.38519 0.51205 0.364
C -0.09014 0.04433 -0.21178 -0.298
N -0.06342 -0.46638 -1.41063 -0.416
O 0.91895 1.31207 2.08573 -0.609
C 1.56211 0.98792 1.16645 1.031

---

Record 12
7
Properties=species:S:1:pos:R:3:nbo_charge:R:1 method="wB97M-V/def2-TZVPD" charge=-1 relative_energy_kj_mol=57.5 lumo_energy_ha=0.155
N 0.07228 -0.95921 -0.05775 -0.708
O -2.20117 -0.61513 0.03802 -0.664
O 2.33376 -0.42250 0.04391 -0.604
O -0.82581 1.12123 0.00444 -0.285
C 1.16057 -0.32649 -0.01117 0.876
O 0.52420 1.41154 -0.01171 -0.455
C -1.06382 -0.20943 -0.00574 0.840